{"formula": "C6H17NOSi", "method": "the ωB97M-V functional and the def2-TZVPD basis", "elements": ["C", "C", "C", "C", "C", "C", "N", "O", "Si", "H", "H", "H", "H", "H", "H", "H", "H", "H", "H", "H", "H", "H", "H", "H", "H", "H"], "positions_angstrom": [[2.182, 0.405, -1.984], [0.831, 0.594, 1.760], [-0.783, -2.609, 1.509], [-2.458, 1.598, -1.216], [2.139, 0.601, -0.502], [0.815, 0.998, 0.212], [-1.726, -1.750, 0.782], [-2.624, 0.269, -0.625], [-1.173, -0.541, -0.324], [1.360, -0.227, -2.259], [3.244, 0.108, -2.172], [2.217, 1.447, -2.405], [0.997, -0.424, 1.936], [1.550, 1.260, 2.242], [-0.119, 0.717, 2.356], [-1.237, -3.544, 1.403], [0.119, -2.522, 0.974], [-0.737, -2.377, 2.548], [-3.422, 1.851, -1.671], [-1.596, 1.499, -1.867], [-2.171, 2.314, -0.487], [2.567, -0.261, 0.041], [2.877, 1.302, -0.379], [0.383, 2.062, 0.160], [-2.557, -1.421, 1.368], [-0.678, -1.348, -1.398]], "forces_ev_per_angstrom": [[1.35, 1.63, 0.09], [-1.03, 2.37, -0.74], [-1.93, 1.05, -0.77], [-0.27, -1.88, -0.08], [-1.82, -1.28, 1.45], [-3.05, -1.53, 1.22], [-1.35, 2.20, 1.45], [1.24, 0.62, 0.10], [0.30, 1.50, 0.85], [0.08, -0.31, -1.04], [-1.12, -0.71, -0.41], [-0.92, -1.05, -0.22], [1.07, -1.56, -0.01], [0.32, -0.42, 0.36], [0.48, 0.47, -1.07], [0.10, -2.07, 0.09], [1.50, -0.39, -0.12], [0.54, 0.37, 0.76], [0.58, 0.06, -0.20], [-0.28, 0.56, -0.87], [-0.03, 0.69, 0.93], [-0.54, -0.06, -0.28], [1.69, 2.31, 1.11], [1.04, -1.54, -0.43], [1.66, -0.72, -1.13], [0.40, -0.31, -1.02]], "energy_ha": -658.22047, "e_above_lowest_kj_mol": 274.6, "charge": 0, "e_lumo_ev": 0.95, "homo_ev": -7.8}

{"formula": "C6H17OP", "method": "the ωB97M-V functional and the def2-TZVPD basis", "elements": ["C", "C", "C", "C", "P", "C", "O", "C", "H", "H", "H", "H", "H", "H", "H", "H", "H", "H", "H", "H", "H", "H", "H", "H", "H"], "positions_angstrom": [[0.858, -2.085, 0.186], [1.672, -1.212, -0.766], [1.613, 0.285, -0.456], [2.384, 0.658, 0.817], [-0.162, 0.965, -0.384], [-1.931, 1.704, -0.268], [-2.750, 1.108, 0.712], [-3.115, -0.230, 0.435], [0.947, -3.136, -0.090], [-0.205, -1.842, 0.176], [1.223, -1.976, 1.208], [2.716, -1.530, -0.695], [1.370, -1.384, -1.802], [2.065, 0.819, -1.300], [2.995, 1.548, 0.667], [1.720, 0.870, 1.661], [3.059, -0.144, 1.119], [-0.566, 0.058, -1.416], [0.330, 2.283, -0.654], [-0.301, 0.571, 0.983], [-2.425, 1.685, -1.253], [-1.817, 2.750, 0.028], [-2.747, -0.562, -0.538], [-4.204, -0.310, 0.424], [-2.729, -0.895, 1.208]], "forces_ev_per_angstrom": [[0.04, -0.04, -0.08], [0.04, 0.03, 0.16], [0.12, 0.06, 0.01], [-0.03, 0.10, -0.13], [-0.03, -0.02, 0.22], [0.04, 0.10, -0.13], [0.05, -0.06, 0.14], [-0.14, 0.02, -0.09], [0.02, -0.03, 0.03], [0.00, 0.02, 0.02], [-0.07, 0.00, 0.06], [0.03, -0.02, -0.16], [-0.13, -0.04, 0.00], [0.00, -0.05, -0.05], [-0.03, 0.04, 0.02], [-0.01, -0.09, 0.07], [0.01, -0.01, 0.06], [0.05, 0.09, -0.14], [0.00, -0.01, -0.12], [-0.02, -0.01, 0.08], [0.04, -0.01, -0.05], [-0.03, 0.02, 0.05], [0.03, -0.03, -0.01], [-0.04, 0.00, 0.03], [0.07, -0.05, 0.01]], "energy_ha": -655.26928, "e_above_lowest_kj_mol": 0.0, "charge": 0, "e_lumo_ev": 1.01, "homo_ev": -7.8, "smiles": "CC[C@H](C)[PH3]COC"}

{"formula": "C6H18Al2FN3OP", "method": "the ωB97M-V functional and the def2-TZVPD basis", "elements": ["Al", "Al", "F", "O", "P", "N", "C", "C", "N", "C", "C", "N", "C", "C", "H", "H", "H", "H", "H", "H", "H", "H", "H", "H", "H", "H", "H", "H", "H", "H", "H", "H"], "positions_angstrom": [[-2.310, 2.297, -7.049], [-3.034, 3.348, -1.435], [-2.555, 2.082, -4.091], [-1.327, 1.190, -0.215], [-0.322, 0.184, 0.174], [1.298, 0.744, 0.198], [2.504, -0.072, 0.291], [1.449, 2.218, 0.472], [-0.394, -1.128, -0.916], [-0.559, -0.760, -2.315], [0.221, -2.387, -0.592], [-0.491, -0.370, 1.741], [0.008, 0.360, 2.905], [-1.510, -1.310, 2.022], [2.268, -0.875, 0.989], [3.329, 0.502, 0.713], [2.810, -0.464, -0.679], [1.883, 2.487, 1.435], [0.492, 2.740, 0.438], [2.199, 2.689, -0.163], [-0.898, -1.557, -2.976], [-1.415, -0.119, -2.527], [0.297, -0.326, -2.832], [0.566, -2.395, 0.442], [-0.555, -3.153, -0.587], [1.048, -2.613, -1.266], [-0.780, 1.020, 3.270], [0.228, -0.303, 3.741], [0.942, 0.893, 2.730], [-2.487, -0.900, 2.277], [-1.203, -2.125, 2.678], [-1.703, -1.896, 1.123]], "forces_ev_per_angstrom": [[-0.28, 0.00, 0.47], [-0.07, -0.38, -0.84], [0.06, 0.56, -0.08], [0.29, 0.33, 0.39], [0.01, 0.23, -0.90], [-0.08, 1.71, 1.30], [-0.33, -0.04, 0.62], [-0.77, -0.50, -0.90], [1.26, 1.24, -0.26], [-1.67, -0.30, -0.94], [0.00, -0.04, 0.95], [-0.44, 1.46, 1.05], [1.04, 0.09, -0.42], [0.14, -2.88, -1.44], [0.31, -0.43, -0.22], [0.00, 0.27, -0.22], [0.09, -0.21, -0.35], [0.33, -0.77, 0.81], [0.10, -0.24, -0.28], [0.20, -0.18, -0.68], [0.64, -1.15, 0.55], [0.05, 0.88, 0.85], [0.65, 0.13, 0.35], [0.19, 0.08, -0.02], [-0.15, -0.65, -0.70], [-0.08, -0.33, -0.36], [-0.40, 0.31, 0.19], [-0.28, -0.60, 0.17], [-0.32, 0.15, -0.22], [-0.17, 0.60, 0.56], [0.08, 0.45, 1.02], [-0.42, 0.20, -0.44]], "energy_ha": -1402.26327, "e_above_lowest_kj_mol": 118.0, "charge": 5, "e_lumo_ev": -23.11, "homo_ev": -25.6}

{"formula": "C6H18AsBiF11N4OTe", "method": "the ωB97M-V functional and the def2-TZVPD basis", "elements": ["Bi", "N", "C", "C", "N", "C", "C", "N", "C", "C", "N", "H", "H", "H", "H", "H", "H", "H", "H", "H", "H", "H", "H", "H", "H", "H", "H", "H", "H", "F", "As", "F", "F", "F", "F", "F", "F", "Te", "F", "F", "F", "F", "O"], "positions_angstrom": [[-0.438, 0.255, 0.688], [1.487, 1.518, 0.457], [2.640, 0.855, -0.196], [2.235, 0.209, -1.518], [0.995, -0.610, -1.460], [1.268, -2.023, -1.083], [1.900, -2.198, 0.284], [1.104, -1.516, 1.338], [0.379, -0.659, -2.816], [-0.370, 0.591, -3.337], [-1.750, 0.695, -3.014], [1.200, 2.359, -0.047], [1.745, 1.857, 1.388], [3.054, 0.149, 0.517], [3.420, 1.590, -0.396], [3.071, -0.387, -1.897], [2.075, 1.007, -2.244], [1.914, -2.497, -1.830], [0.311, -2.553, -1.106], [2.918, -1.818, 0.303], [1.973, -3.265, 0.493], [1.702, -1.122, 2.066], [0.519, -2.192, 1.828], [-0.292, -1.518, -2.867], [1.169, -0.849, -3.547], [-0.367, 0.486, -4.440], [0.122, 1.538, -3.118], [-2.367, -0.111, -3.116], [-2.192, 1.620, -2.758], [-0.941, 2.483, 0.250], [-2.780, 2.909, 0.104], [-2.339, 4.525, 0.235], [-2.391, 2.942, -1.630], [-4.420, 3.101, -0.167], [-2.844, 1.138, -0.145], [-2.849, 2.625, 1.774], [0.572, -0.021, 5.088], [0.396, 1.463, 4.037], [0.363, 2.953, 2.909], [1.401, 2.427, 5.208], [2.000, 1.020, 3.132], [-1.145, 2.000, 4.842], [-0.493, 0.478, 2.741]], "forces_ev_per_angstrom": [[-0.18, -0.01, 0.03], [-0.03, 0.17, -0.09], [-0.04, 0.04, 0.06], [-0.04, 0.04, 0.02], [-0.07, 0.23, -0.25], [-0.06, -0.02, 0.02], [0.07, -0.01, 0.01], [0.05, 0.00, 0.11], [0.07, -0.11, -0.08], [0.14, 0.07, 0.14], [-0.27, 0.53, 0.19], [-0.04, -0.04, -0.07], [0.08, -0.11, -0.04], [0.01, 0.02, -0.02], [0.01, -0.01, 0.00], [0.01, -0.01, -0.01], [-0.02, 0.02, 0.00], [0.01, -0.01, -0.02], [0.00, -0.01, 0.01], [-0.01, -0.02, 0.00], [-0.01, -0.01, -0.01], [0.01, -0.05, -0.02], [0.01, 0.01, 0.01], [-0.04, 0.01, 0.04], [0.01, -0.07, -0.03], [0.03, 0.03, -0.05], [-0.04, 0.01, 0.05], [-0.04, 0.00, 0.05], [0.27, -0.47, 0.14], [0.20, 0.10, 0.04], [0.31, -0.07, -0.41], [-0.06, 0.01, 0.04], [-0.09, -0.01, -0.10], [-0.05, -0.01, 0.01], [-0.22, -0.17, -0.07], [-0.06, 0.02, 0.03], [0.05, -0.07, 0.03], [-0.22, 0.61, -0.28], [0.10, -0.26, 0.14], [0.04, -0.04, 0.02], [0.17, -0.16, 0.15], [0.00, -0.08, 0.06], [-0.06, -0.07, 0.11]], "energy_ha": -4350.11355, "e_above_lowest_kj_mol": 0.0, "s_squared": 0.75, "charge": 2, "multiplicity": 2, "e_lumo_ev": [-7.04, -10.79], "homo_ev": [-17.5, -17.5]}